Record 1
8
Properties=species:S:1:pos:R:3:mulliken_charge:R:1 method="wB97M-V/def2-TZVPD" e_homo_ha="-0.360 / -0.360" gap_ev="9.28 / 9.28" e_lumo_ev="-0.5 / -0.5" total_charge=0
C -0.657 0.599 0.646 0.705
C -1.566 0.140 -0.470 -0.738
O 0.372 0.822 1.220 -0.435
O 1.768 -0.043 -1.183 -0.418
O 2.079 -1.328 0.849 -0.420
S 2.220 -0.050 0.193 0.752
H -2.209 0.614 -1.139 0.320
H -2.006 -0.754 -0.118 0.235

=====

Record 2
16
Properties=species:S:1:pos:R:3:mulliken_charge:R:1 method="wB97M-V/def2-TZVPD" e_homo_ha=-0.213 gap_ev=10.33 e_lumo_ev=4.5 total_charge=-2
Li -0.411 0.121 -0.547 0.976
B -2.224 3.178 -1.541 0.542
F -2.620 4.283 -2.265 -0.407
F -3.024 3.193 -0.409 -0.402
F -2.536 2.109 -2.301 -0.372
F -0.901 3.079 -1.356 -0.351
B 1.361 -2.975 -1.704 0.513
F 0.427 -3.265 -0.765 -0.383
F 2.515 -2.464 -1.232 -0.384
F 1.694 -4.048 -2.356 -0.354
F 0.729 -2.131 -2.534 -0.383
B 0.993 -0.213 3.401 0.617
F 0.621 0.255 4.617 -0.396
F 1.629 0.689 2.613 -0.401
F 1.937 -1.196 3.546 -0.404
F -0.189 -0.614 2.832 -0.411

=====

Record 3
53
Properties=species:S:1:pos:R:3:mulliken_charge:R:1 method="wB97M-V/def2-TZVPD" e_homo_ha=-0.330 gap_ev=9.15 e_lumo_ev=0.2 smiles="CCCCOc1cccc(C(=O)Nc2ccc(S(=O)(=O)Nc3cc(C)on3)cc2)c1" total_charge=0
C 7.623 2.056 -1.279 -1.216
C 6.786 0.790 -1.410 -0.364
C 6.841 -0.098 -0.165 -0.496
C 6.055 0.490 1.009 -0.705
O 4.682 0.663 0.716 -0.467
C 3.854 -0.406 0.670 0.600
C 4.179 -1.708 1.045 -0.404
C 3.227 -2.710 0.962 -1.133
C 1.942 -2.444 0.530 -0.765
C 1.602 -1.141 0.166 0.554
C 0.248 -0.772 -0.338 0.551
O 0.073 0.096 -1.163 -0.641
N -0.764 -1.500 0.242 -0.127
C -2.129 -1.443 -0.002 0.779
C -2.682 -0.651 -1.010 -0.610
C -4.051 -0.642 -1.202 -0.357
C -4.864 -1.415 -0.397 0.054
S -6.637 -1.304 -0.544 1.173
O -7.251 -2.549 -0.202 -0.689
O -6.987 -0.660 -1.770 -0.649
N -7.019 -0.258 0.734 -0.210
C -6.333 0.929 0.809 0.196
C -6.060 1.808 -0.272 -0.053
C -5.368 2.828 0.312 0.317
C -4.766 4.067 -0.236 -1.232
O -5.240 2.582 1.627 -0.121
N -5.835 1.396 1.930 -0.656
C -4.333 -2.210 0.601 -0.812
C -2.967 -2.230 0.795 -0.774
C 2.558 -0.141 0.224 -0.341
H 8.659 1.809 -1.056 0.294
H 7.598 2.618 -2.210 0.359
H 7.243 2.699 -0.489 0.319
H 5.746 1.056 -1.607 0.212
H 7.149 0.212 -2.263 0.344
H 7.877 -0.236 0.149 0.436
H 6.428 -1.078 -0.414 0.340
H 6.187 -0.124 1.908 0.309
H 6.411 1.499 1.233 0.441
H 5.168 -1.958 1.396 0.358
H 3.500 -3.718 1.239 0.383
H 1.232 -3.253 0.440 0.482
H -0.490 -2.133 0.981 0.204
H -2.036 -0.050 -1.627 0.540
H -4.500 -0.047 -1.980 0.478
H -7.128 -0.728 1.620 0.351
H -6.360 1.678 -1.289 0.534
H -3.682 3.970 -0.273 0.278
H -5.007 4.913 0.404 0.356
H -5.141 4.246 -1.239 0.324
H -4.996 -2.812 1.202 0.421
H -2.541 -2.850 1.570 0.352
H 2.301 0.863 -0.075 0.479

=====

Record 4
31
Properties=species:S:1:pos:R:3:mulliken_charge:R:1 method="wB97M-V/def2-TZVPD" e_homo_ha=-0.294 gap_ev=8.70 e_lumo_ev=0.7 smiles=Cc1ccc(O)cc1.Cc1ccccc1 total_charge=0
C 1.873 1.792 0.178 -1.480
C 0.581 2.100 -0.538 1.026
C 0.554 1.698 -1.860 -0.639
C -0.607 1.727 -2.618 -0.771
C -1.843 1.873 -1.796 0.709
O -3.051 1.687 -2.286 -0.566
C -1.750 2.306 -0.506 -0.451
C -0.525 2.537 0.122 -0.511
H 2.689 1.503 -0.553 0.309
H 1.856 0.986 0.869 0.203
H 2.117 2.450 0.978 0.457
H 1.570 1.391 -2.097 0.265
H -0.514 1.455 -3.620 0.370
H -3.057 1.578 -3.337 0.352
H -2.613 2.662 0.065 0.390
H -0.645 2.804 1.166 0.346
C -1.529 -2.007 2.388 -1.288
C -0.344 -2.159 1.447 0.527
C 0.898 -2.504 1.950 -0.228
C 2.026 -2.290 1.232 -0.488
C 1.937 -1.857 -0.114 -0.545
C 0.642 -1.684 -0.729 -0.449
C -0.420 -1.882 0.108 0.200
H -1.360 -1.816 3.430 0.385
H -2.375 -2.877 2.386 0.230
H -2.090 -1.061 2.088 0.274
H 1.020 -2.862 2.960 0.369
H 3.150 -2.289 1.697 0.206
H 2.803 -2.119 -0.762 0.341
H 0.509 -1.499 -1.835 0.342
H -1.504 -1.644 -0.414 0.116

=====

Record 5
65
Properties=species:S:1:pos:R:3:lowdin_spin:R:1 method="wB97M-V/def2-TZVPD" multiplicity=6 e_homo_ha="-0.683 / -0.758" gap_ev="7.93 / 4.55" s_squared=8.776 e_lumo_ev="-10.7 / -16.1" total_charge=+4
Ir 0.177 0.057 -0.296 1.899
P 1.826 0.978 1.013 0.248
P -0.795 1.861 -1.346 0.268
P 1.502 -0.475 -1.994 0.215
H -1.871 -1.717 0.068 0.024
C -0.845 -1.843 -0.291 0.231
C 0.234 -1.895 0.660 0.273
H -0.002 -1.851 1.730 0.017
C 1.264 1.248 2.727 0.063
C 2.469 2.598 0.476 0.061
C 3.273 -0.114 1.243 0.044
C -2.170 1.120 -2.287 0.061
C -1.570 2.970 -0.125 0.046
C 0.098 2.961 -2.476 0.050
C 2.321 -2.096 -1.834 0.042
C 2.882 0.622 -2.481 0.047
C 0.561 -0.689 -3.549 0.067
H -0.726 -2.359 -1.249 0.022
H 1.129 -2.466 0.409 0.022
H 0.923 0.301 3.169 0.000
H 0.442 1.976 2.755 0.000
H 2.097 1.639 3.331 0.011
H 1.656 3.337 0.411 0.000
H 2.975 2.529 -0.497 0.000
H 3.201 2.953 1.220 0.012
H 2.940 -1.088 1.630 0.000
H 3.944 0.347 1.986 0.009
H 3.833 -0.264 0.310 0.000
H -2.727 1.916 -2.798 0.013
H -2.832 0.596 -1.581 0.002
H -1.817 0.397 -3.032 0.002
H -1.898 3.894 -0.620 0.010
H -0.855 3.240 0.669 0.002
H -2.452 2.473 0.311 0.000
H -0.600 3.771 -2.747 0.012
H 0.406 2.443 -3.392 0.000
H 0.975 3.408 -1.991 0.000
H 2.912 -2.285 -2.741 0.008
H 1.579 -2.893 -1.725 0.000
H 2.991 -2.117 -0.970 0.000
H 3.348 0.216 -3.389 0.009
H 3.642 0.659 -1.694 0.000
H 2.534 1.638 -2.694 0.000
H 1.197 -1.220 -4.270 0.010
H 0.258 0.270 -3.989 0.000
H -0.333 -1.290 -3.352 0.001
C -2.417 -0.918 -6.607 0.220
C -3.524 -1.249 -7.433 0.100
C -3.810 -2.601 -7.661 0.041
C -2.982 -3.600 -7.122 0.288
C -1.821 -3.258 -6.426 0.060
C -1.507 -1.911 -6.220 0.108
O -2.228 0.322 -6.036 0.172
H -2.941 0.931 -6.321 0.000
H -4.160 -0.470 -7.853 0.001
H -4.681 -2.874 -8.255 -0.001
H -3.230 -4.646 -7.254 0.011
H -1.146 -4.017 -6.039 -0.001
H -0.590 -1.617 -5.711 0.003
C -2.094 -0.429 2.486 0.019
O -1.487 0.385 1.462 0.166
H -1.358 -0.699 3.270 0.004
H -2.477 -1.340 2.011 0.002
H -2.933 0.129 2.928 0.003
H -1.657 1.324 1.657 0.003

=====

Record 6
47
Properties=species:S:1:pos:R:3:mulliken_charge:R:1 method="wB97M-V/def2-TZVPD" e_homo_ha=-0.295 gap_ev=8.42 e_lumo_ev=0.4 smiles=Clc1ccc(-c2nnc(CSc3nnc(-c4cccs4)n3Cc3ccccc3)o2)cc1 total_charge=0
Cl 4.133 6.734 -3.417 -0.213
C 3.478 5.146 -3.258 0.446
C 4.145 4.207 -2.484 -0.694
C 3.621 2.935 -2.360 -0.329
C 2.432 2.602 -3.008 0.047
C 1.876 1.276 -2.886 0.575
N 0.746 0.853 -3.373 -0.379
N 0.619 -0.435 -3.019 -0.541
C 1.672 -0.746 -2.333 0.710
C 1.984 -2.042 -1.698 -0.565
S 0.500 -2.702 -0.869 -0.149
C 0.067 -1.259 -0.009 0.346
N 0.831 -0.208 0.134 -0.206
N 0.129 0.703 0.808 -0.794
C -1.060 0.208 1.079 0.179
C -2.041 0.969 1.790 0.548
C -1.859 2.268 2.189 -0.704
C -2.966 2.797 2.876 -0.537
C -3.983 1.905 2.999 -0.391
S -3.610 0.394 2.276 -0.089
N -1.153 -1.063 0.564 0.440
C -2.200 -2.054 0.604 -2.007
C -1.883 -3.114 1.630 1.210
C -1.843 -2.785 2.979 -0.090
C -1.518 -3.744 3.922 -0.783
C -1.230 -5.038 3.524 -0.413
C -1.266 -5.370 2.181 -0.661
C -1.587 -4.411 1.237 -0.281
O 2.522 0.290 -2.218 -0.330
C 1.769 3.557 -3.779 -0.369
C 2.291 4.828 -3.905 -0.676
H 5.063 4.473 -1.985 0.407
H 4.125 2.196 -1.757 0.446
H 2.263 -2.796 -2.436 0.425
H 2.775 -1.910 -0.961 0.255
H -0.949 2.799 1.982 0.506
H -3.006 3.799 3.263 0.410
H -4.938 2.033 3.469 0.452
H -2.267 -2.505 -0.392 0.554
H -3.144 -1.556 0.836 0.546
H -2.067 -1.776 3.293 0.223
H -1.489 -3.478 4.968 0.398
H -0.976 -5.786 4.261 0.379
H -1.038 -6.377 1.866 0.380
H -1.604 -4.669 0.188 0.416
H 0.849 3.281 -4.269 0.491
H 1.787 5.573 -4.500 0.414

=====

Energy relative to the best compared isomer or geometry (same formula, charge and spin): 337.4; 289.8; 363.9; 303.1; 0.0; 0.0 (kJ/mol)